11
Properties=species:S:1:pos:R:3:nbo_charge:R:1 method="wB97M-V/def2-TZVPD" charge=0 homo_energy_ev="-6.4 / -6.8" lumo_ev="-0.63 / -0.06" e_tot_ev=-9233.904 multiplicity=1
C 0.83459 -0.56098 0.81925 -0.20
C 0.23014 0.16679 -0.24267 -0.01
C -1.98082 0.08761 -0.11616 0.76
C -0.96114 1.05861 -0.34181 -0.58
N 1.79459 -0.93085 -0.07563 -0.37
N 1.24778 -0.20130 -1.12879 -0.43
O -2.54954 -0.88415 0.16777 -0.36
H 0.66642 -0.86987 1.82883 0.20
H -1.00188 1.84066 0.42713 0.28
H -1.03254 1.52363 -1.32761 0.30
H 2.75240 -1.23016 -0.01031 0.40

***

133
Properties=species:S:1:pos:R:3:mulliken_charge:R:1 method="wB97M-V/def2-TZVPD" charge=0 homo_energy_ev=-6.7 lumo_ev=-0.90 e_tot_ev=-89931.518 multiplicity=1
Y -0.09958 -0.05799 -0.08428 0.01
C -5.03266 1.61234 4.00640 -1.13
C -3.66677 1.03579 4.37636 -1.33
C -3.04279 0.25353 3.26555 1.12
C -3.09425 -1.08800 3.05901 0.64
C -3.74068 -2.13089 3.91350 -1.10
C -2.75868 -2.86621 4.82152 -1.09
C -2.37167 -1.34835 1.82433 -0.02
C -2.19127 -2.60064 1.23607 -0.99
C -1.60312 -2.89432 0.00694 0.79
C -1.43614 -4.22852 -0.55026 0.51
C -1.90448 -5.49502 0.09182 -1.17
C -3.41190 -5.71238 -0.03852 -1.09
C -0.81065 -4.07385 -1.74773 0.85
C -0.60722 -2.64339 -1.92859 0.56
C -0.00860 -2.04276 -3.02613 -0.81
C 0.19992 -0.67496 -3.25626 0.14
N -0.07444 0.31951 -2.37200 0.23
C 0.14011 1.50956 -3.01098 -0.23
C -0.08992 2.76477 -2.44733 -0.84
C -0.59843 3.06582 -1.17942 0.15
N -0.92041 2.13728 -0.23165 0.10
C -1.51286 2.79420 0.80127 -0.25
C -2.09875 2.17772 1.92107 0.00
C -2.30612 0.82231 2.14677 -0.31
N -1.91330 -0.17991 1.31050 -0.28
C -1.51049 4.21639 0.53705 0.82
C -0.94881 4.38394 -0.69783 0.61
C -0.72695 5.67769 -1.41650 -1.11
C 0.66203 6.25720 -1.15443 -0.83
C -2.13634 5.26258 1.40648 -1.52
C -3.64120 5.39052 1.17637 -1.27
C 0.60213 1.25245 -4.35869 0.54
C 0.65390 -0.10338 -4.50583 0.46
C 0.98124 -0.87719 -5.74465 -1.23
C -0.26962 -1.21363 -6.55619 -1.16
C 0.93607 2.28027 -5.39365 -1.16
C 2.34178 2.85952 -5.24412 -0.86
N -1.09992 -1.97199 -0.85213 -0.36
C -0.43486 -5.13696 -2.73073 -1.22
C -1.56197 -5.44158 -3.71660 -1.19
H -5.45328 2.20186 4.82114 0.41
H -5.73639 0.81446 3.76570 0.31
H -4.95955 2.25464 3.12693 0.19
H -3.76162 0.39195 5.25392 0.51
H -2.99515 1.84422 4.68029 0.40
H -4.26072 -2.84815 3.27092 0.47
H -4.52446 -1.66323 4.51539 0.44
H -1.97331 -3.35700 4.24420 0.22
H -3.27124 -3.62311 5.41547 0.43
H -2.25353 -2.17387 5.49570 0.26
H -2.57177 -3.44730 1.79470 0.44
H -1.62258 -5.49391 1.14870 0.42
H -1.37286 -6.33872 -0.35368 0.37
H -3.97008 -4.89095 0.41315 0.26
H -3.72132 -6.63877 0.44599 0.41
H -3.71076 -5.76474 -1.08609 0.25
H 0.30885 -2.70790 -3.81992 0.35
H 0.10078 3.61185 -3.09782 0.34
H -2.50651 2.84728 2.66930 0.49
H -1.49412 6.39605 -1.11880 0.38
H -0.86367 5.53274 -2.49168 0.48
H 0.82729 6.40208 -0.08447 0.29
H 0.80028 7.21947 -1.64807 0.46
H 1.43443 5.57468 -1.51356 -0.08
H -1.64932 6.22330 1.21796 0.54
H -1.94684 5.03810 2.46039 0.36
H -3.85227 5.67972 0.14580 0.31
H -4.08489 6.13698 1.83558 0.43
H -4.14301 4.43830 1.35440 0.23
H 1.50698 -1.79819 -5.47956 0.46
H 1.68391 -0.30723 -6.35658 0.48
H -0.97406 -1.79104 -5.95616 0.23
H -0.02730 -1.79319 -7.44754 0.41
H -0.78335 -0.30433 -6.87153 0.31
H 0.19911 3.08874 -5.35993 0.45
H 0.82715 1.83362 -6.38454 0.40
H 2.44162 3.40863 -4.30438 -0.01
H 2.57987 3.54363 -6.05854 0.45
H 3.09031 2.06521 -5.23740 0.29
H -0.15130 -6.04297 -2.19013 0.49
H 0.46138 -4.83411 -3.27870 0.37
H -2.44733 -5.80350 -3.19313 0.22
H -1.26928 -6.19988 -4.44339 0.41
H -1.85249 -4.54083 -4.25953 0.26
C 1.99220 3.75008 3.51911 -0.84
C 1.62673 2.42891 4.08163 0.97
N 1.63254 2.10542 5.33684 -0.97
N 1.21770 0.79798 5.33806 0.29
C 0.94165 0.29228 4.11757 -0.23
S 0.44518 -1.23641 3.70346 -0.30
N 1.20986 1.37417 3.30891 -0.08
N 1.05323 1.39256 1.92558 0.71
H 2.22262 4.42389 4.34037 0.41
H 1.17298 4.17345 2.93279 0.11
H 2.86642 3.67578 2.86990 0.11
H 1.14714 0.28114 6.19640 0.18
H 0.56981 2.24748 1.66429 -0.53
H 1.96452 1.31695 1.47841 0.45
C 4.05912 3.63056 -1.72187 -1.52
C 4.42313 2.59422 -0.65784 1.73
C 5.09799 1.38417 -1.28745 -2.00
C 5.33007 3.22381 0.39267 -1.81
N 3.22061 2.13666 0.08316 -0.80
N 2.26790 1.41536 -0.68375 1.05
H 4.93102 3.91217 -2.31325 0.52
H 3.66413 4.53591 -1.25430 0.27
H 3.30299 3.25147 -2.41574 0.13
H 6.06540 1.67220 -1.69980 0.52
H 4.50579 0.96436 -2.10129 0.24
H 5.26090 0.60483 -0.54181 0.44
H 6.22057 3.64925 -0.06992 0.44
H 5.63211 2.48491 1.13469 0.40
H 4.80990 4.03469 0.91072 0.36
H 2.73150 2.96571 0.41372 0.09
H 2.62260 0.48336 -0.88129 0.16
H 2.03416 1.89682 -1.55034 -0.61
F 5.84202 -7.76166 -0.06555 -0.26
C 4.74345 -7.65614 0.71379 0.85
F 3.88607 -8.61032 0.28752 -0.26
F 5.11440 -7.99209 1.96208 -0.29
C 4.13073 -6.28746 0.64096 0.42
C 3.67616 -5.82410 -0.58940 -1.01
C 3.09674 -4.57466 -0.68224 -0.20
C 2.96266 -3.76522 0.45175 -0.03
C 3.42541 -4.24039 1.67759 -0.68
C 4.00742 -5.49588 1.77097 -0.61
C 2.32055 -2.48575 0.34946 0.43
C 1.76196 -1.40655 0.23048 -0.61
H 3.77035 -6.44109 -1.47388 0.39
H 2.72926 -4.20394 -1.63018 0.48
H 3.31092 -3.61925 2.55552 0.51
H 4.35797 -5.85705 2.72741 0.46

***

8
Properties=species:S:1:pos:R:3:nbo_charge:R:1 method="wB97M-V/def2-TZVPD" charge=0 homo_energy_ev=-9.9 lumo_ev=-0.72 e_tot_ev=-9288.735 multiplicity=1
C -0.70259 -1.23223 0.93783 0.15
C -0.25560 -0.56549 -0.14171 0.33
N -1.33262 -1.55084 1.82018 -0.17
N -0.43514 -0.48958 -1.34808 -0.53
N 0.86769 0.89671 0.64440 -0.22
F 1.81248 0.95110 -0.33254 -0.27
H -0.15835 0.36339 -1.87590 0.40
H 0.20413 1.62694 0.29584 0.30

***

46
Properties=species:S:1:pos:R:3:nbo_charge:R:1 method="wB97M-V/def2-TZVPD" charge=0 homo_energy_ev="-7.4 / -7.4" lumo_ev="0.51 / 0.52" e_tot_ev=-49728.913 multiplicity=2 s_squared=0.775
O -1.77080 1.67405 0.53869 -0.54
V -0.48776 0.74523 0.44463 1.50
O 0.44258 2.00296 -0.87981 -1.13
H 1.06180 2.75195 -0.77926 0.45
C -2.33452 0.36538 3.64514 -0.64
C -1.64633 -1.01385 3.16585 -0.02
O -1.18087 -0.93164 1.85370 -0.91
H -3.14458 0.66085 2.97836 0.21
H -1.55135 1.12350 3.64335 0.18
H -2.68345 0.28560 4.67469 0.19
H -2.38200 -1.81812 3.17234 0.14
H -0.84256 -1.30581 3.84172 0.12
C 3.51143 -0.41466 1.62607 -0.62
C 2.11792 0.02291 1.65378 -0.09
C 1.98844 1.52432 1.93086 -0.06
O 0.60990 1.75264 2.01467 -0.52
C 0.31223 3.12827 2.29176 -0.24
N 1.50616 -0.34284 0.40945 -0.83
H 4.08884 -0.25485 2.53665 0.22
H 4.09728 0.10260 0.86625 0.20
H 3.67115 -1.43442 1.27582 0.22
H 1.57967 -0.49299 2.44891 0.23
H 2.52064 2.08728 1.16409 0.19
H 2.42843 1.70652 2.91133 0.19
H 0.81111 3.29751 3.24601 0.18
H -0.76224 3.29562 2.36655 0.23
H 0.71568 3.82105 1.55327 0.19
H 2.03101 0.12622 -0.31486 0.39
H 1.63536 -1.33926 0.30676 0.39
C -1.17619 -2.73986 -1.53252 -0.64
C -0.68699 -1.37511 -2.11644 -0.06
C -0.92431 -1.31506 -3.65120 -0.07
O -0.22173 -0.31217 -4.34055 -0.54
C -0.46744 -0.22965 -5.73987 -0.24
N -1.40401 -0.30819 -1.44260 -0.79
H -0.91570 -2.93384 -0.49204 0.25
H -0.71557 -3.57366 -2.06233 0.21
H -2.25344 -2.90317 -1.56356 0.21
H 0.37914 -1.19228 -1.98217 0.20
H -1.96723 -1.22015 -3.95356 0.16
H -0.65004 -2.30062 -4.02744 0.16
H -0.33104 -1.19177 -6.23365 0.17
H 0.22110 0.55019 -6.06524 0.20
H -1.49377 0.08625 -5.92681 0.17
H -1.38356 0.48415 -2.06860 0.40
H -2.35247 -0.65109 -1.38834 0.39